Entry 1:
49
Properties=species:S:1:pos:R:3:forces:R:3:mulliken_charge:R:1 method="wB97M-V/def2-TZVPD" s_squared=3.813 orbital_gap_ha="0.1747 / 0.1606" homo_energy_ev="-7.37 / -10.99" total_charge=+1 multiplicity=4
O -3.5819 -3.8150 0.4018 0.8 3.0 -1.4 -0.292
C -3.3152 -2.7436 0.0352 -0.5 -3.3 1.7 0.347
Cr -3.0089 -0.8684 -0.2308 -2.3 -3.0 0.1 -0.038
C -2.9835 -0.7741 1.6205 -0.5 0.2 3.8 0.424
O -3.0439 -0.7672 2.7870 0.3 0.0 -3.0 -0.368
C -4.9062 -0.7937 -0.0650 -3.3 0.3 1.6 0.385
O -6.0292 -0.8402 0.2282 2.9 0.1 -1.1 -0.309
C -2.5266 -0.7806 -2.2968 -0.2 -0.1 -1.3 -0.662
C -1.4221 -1.2601 -1.6007 1.4 0.1 0.2 -0.574
C -0.8880 -0.5428 -0.5233 1.1 -0.7 0.4 -0.223
C -1.4480 0.7187 -0.1400 3.0 3.3 3.5 0.791
C -1.0321 1.4765 1.1029 -0.5 -0.8 -2.3 -0.204
C -0.7348 2.2234 2.0494 1.2 -0.5 1.0 -1.157
C -0.3515 2.4933 3.4817 -2.5 -1.4 -1.1 1.183
C 0.6344 1.5245 4.0908 -0.1 -0.9 -0.2 -0.123
C 1.1905 1.8242 5.3257 0.3 0.0 0.8 -0.054
C 1.9540 0.9159 6.0498 -0.2 -1.4 -1.0 -0.961
C 2.1243 -0.4079 5.5443 -0.1 1.0 0.3 -0.440
C 1.5850 -0.7023 4.2965 0.0 -0.2 -0.6 -0.653
C 0.8793 0.2597 3.5446 0.5 0.0 0.9 -0.005
C -2.5768 1.1658 -0.8468 -1.3 1.0 -0.5 -0.468
C -3.0944 0.4367 -1.9258 0.2 1.2 0.2 -0.693
H -2.9596 -1.3593 -3.0905 -0.1 -0.2 -0.2 0.475
H -1.0159 -2.2339 -1.8418 0.1 0.1 0.0 0.549
H -0.0122 -0.9591 0.0111 -0.8 0.4 -0.3 0.451
H -1.4069 2.3521 4.0202 2.4 1.5 -0.4 0.308
H 1.0138 2.7976 5.7717 0.1 -0.1 0.0 0.280
H 2.4004 1.1942 6.9886 0.0 0.1 0.2 0.422
H 2.6712 -1.1669 6.1265 -0.3 0.5 -0.4 0.372
H 1.7178 -1.7086 3.8526 -0.1 0.7 0.4 0.366
H 0.5452 0.0104 2.5545 -0.3 0.0 -0.1 0.344
H -3.0399 2.1157 -0.5598 0.1 -0.5 -0.1 0.508
H -3.9842 0.7974 -2.4073 -0.1 0.1 -0.2 0.551
C 3.2121 7.7717 7.6335 -0.3 -0.2 -0.3 -0.748
O 3.0117 7.0601 6.3386 -1.1 -0.3 -0.1 -0.386
C 1.8342 6.4691 5.9821 0.5 -0.5 0.0 0.639
C 0.6690 6.6443 6.7779 -0.1 0.2 0.8 0.034
C -0.4889 5.9874 6.4435 -1.3 -1.1 -0.3 -0.850
C -0.5770 5.0996 5.3795 -0.3 -0.3 0.1 -0.010
C 0.5837 4.8120 4.5806 -0.5 -1.0 -1.0 -0.009
O 0.4977 3.8428 3.6217 0.5 2.6 1.2 -0.346
C 1.7449 5.6053 4.8637 1.1 0.7 -0.4 -0.393
H 4.2632 8.0968 7.5690 -0.6 -0.2 0.1 0.244
H 2.5458 8.6523 7.7559 0.4 -0.5 -0.4 0.336
H 3.0649 7.1057 8.5107 0.1 0.1 -0.8 0.352
H 0.6719 7.2638 7.6804 0.1 -0.2 -0.5 0.383
H -1.3907 6.0364 7.0433 0.2 0.5 0.1 0.374
H -1.5143 4.5833 5.1216 0.5 0.3 0.3 0.393
H 2.6121 5.6595 4.1977 -0.3 -0.7 0.2 0.455

---

Entry 2:
154
Properties=species:S:1:pos:R:3:forces:R:3:mulliken_charge:R:1 method="wB97M-V/def2-TZVPD" orbital_gap_ha=0.2690 homo_energy_ev=-8.01 total_charge=0
C 2.3375 -4.1664 -5.3905 0.0 -0.6 0.8 -0.774
C 2.2184 -4.9507 -4.2318 0.1 1.1 -0.3 -1.324
C 1.6774 -4.3798 -2.8760 -2.5 -0.5 0.2 1.577
C 0.2455 -4.6581 -2.6019 1.8 1.6 2.1 -0.920
C -0.3086 -4.1018 -1.3747 0.9 0.5 -0.1 0.571
C 0.5035 -3.2968 -0.4189 0.7 -0.7 -1.8 -0.526
C 1.9533 -3.0389 -0.6789 -1.2 -1.3 -0.8 0.729
C 2.8187 -2.1700 0.3143 -0.6 0.5 -1.6 -1.052
I 3.3295 -3.1930 2.1569 -0.3 0.3 -0.4 0.124
C 2.1931 -0.7181 0.5430 1.2 -0.4 0.1 0.862
C 3.3211 0.1918 1.1756 -0.3 0.4 -0.5 -1.185
C 2.5443 -3.6025 -1.9395 -1.8 -0.3 0.0 -0.096
C 4.0285 -3.4027 -2.3938 0.2 0.0 0.1 -1.239
C 5.0288 -4.5902 -2.0604 -0.5 -0.6 -1.2 -0.404
C 4.4217 -6.0452 -2.1684 1.3 -0.2 0.0 -1.101
I 6.0200 -4.4285 -0.1351 -0.1 0.2 -0.6 0.032
C -0.2768 -2.7483 0.8102 -1.0 0.3 -0.5 -0.123
O 0.1140 -2.7247 1.9559 0.1 -0.1 -0.9 -0.408
C -1.7323 -2.2298 0.5010 -1.8 0.1 -1.2 1.169
C -2.3105 -1.0195 1.0743 -0.7 -1.0 -0.2 0.374
C -1.5181 -0.0754 2.0335 -1.2 0.9 -0.5 -0.574
C -1.4092 1.3478 1.3085 0.8 -0.2 0.2 -1.302
C -0.7202 1.2788 -0.0997 0.5 1.0 -0.3 1.044
C -0.7913 2.6663 -0.8934 -0.9 -1.4 -0.3 -0.399
C -0.3397 2.3981 -2.3862 0.8 0.2 -0.2 -0.884
C 1.1615 2.8324 -2.6933 -1.0 0.5 -0.4 -0.116
C 1.4575 4.3805 -2.4305 1.5 -0.6 0.0 0.201
C 2.7115 4.5156 -1.4539 -0.3 0.5 0.6 -0.309
C 2.2374 4.5466 0.0602 0.3 -0.7 -0.7 -0.954
C -3.7095 -0.6096 0.7513 1.1 -2.0 -1.3 -0.381
C -4.4947 -1.4273 -0.1672 3.5 -0.4 1.2 -0.523
N -5.8644 -1.0005 -0.5178 1.2 -1.6 0.7 0.747
C -5.9916 -0.5764 -1.8927 -1.0 0.8 -1.4 0.587
O -6.7612 0.2671 -2.2093 0.2 -0.5 0.4 -0.489
F -5.2084 -1.0954 -2.9118 -0.3 0.0 2.3 -0.202
C -6.7249 -2.1253 -0.2186 -0.9 -1.1 -1.4 0.716
O -7.1054 -2.8243 -1.1084 -0.3 0.3 0.7 -0.474
F -7.0996 -2.4392 1.0620 1.3 1.6 -1.5 -0.205
C -3.9027 -2.6620 -0.7563 0.6 0.8 1.1 -0.663
C -2.5434 -3.0597 -0.4449 -0.3 1.8 0.9 0.209
C -1.8343 -4.3216 -1.0568 0.3 1.1 0.5 -0.283
O -2.4138 -5.3664 -1.2314 0.4 0.7 -0.3 -0.543
H 1.4680 -3.7235 -5.9364 0.9 1.1 1.6 0.272
H 3.3610 -3.9657 -5.8096 -1.2 -1.7 -0.8 0.254
H 2.5545 -6.0207 -4.3091 1.1 1.5 0.9 0.454
H -0.3855 -5.2600 -3.3069 0.8 0.7 0.9 0.367
H 3.7981 -1.9733 -0.2143 -1.0 -0.4 0.8 0.575
H 1.2763 -0.7336 1.1810 0.9 0.0 -0.7 -0.611
H 1.9597 -0.3438 -0.5006 0.1 -0.3 1.2 0.346
H 2.9474 1.2375 1.3899 0.3 -1.1 -0.3 0.259
H 4.1439 0.2834 0.4098 -0.7 0.0 0.9 0.289
H 3.7491 -0.2155 2.1281 -0.5 0.2 -0.9 0.205
H 4.0302 -3.3007 -3.5201 -0.1 -0.2 1.3 0.294
H 4.5047 -2.4586 -2.0114 -0.7 -0.8 -0.3 0.497
H 5.8491 -4.5335 -2.8353 -0.7 0.1 1.1 0.420
H 4.4810 -6.3513 -3.2519 -0.5 0.3 1.1 0.221
H 3.4055 -6.1688 -1.7195 0.8 0.3 -0.5 0.281
H 5.1304 -6.7405 -1.6262 -0.9 0.7 -0.6 0.480
H -0.5247 -0.4662 2.3627 -0.9 0.3 -0.5 0.343
H -2.1459 0.1113 2.9574 0.7 -0.5 -0.9 0.449
H -2.4232 1.8405 1.2098 1.0 -0.7 0.2 0.344
H -0.7942 1.9966 2.0040 -0.7 -0.5 -0.8 0.412
H 0.3770 1.0117 -0.0227 -1.2 0.2 0.1 -0.962
H -1.1722 0.5193 -0.7986 0.2 0.6 1.0 0.283
H -0.2020 3.4690 -0.3836 -0.5 -0.7 -0.5 0.095
H -1.8892 2.9486 -0.8987 1.2 0.0 0.1 0.463
H -0.9843 2.9313 -3.1411 0.6 -0.5 1.0 0.195
H -0.4148 1.2924 -2.6274 0.0 1.1 0.4 0.455
H 1.9147 2.2064 -2.1419 -0.8 0.5 -0.5 0.136
H 1.3045 2.6567 -3.8000 0.1 0.0 1.2 0.205
H 0.5613 4.9406 -2.0585 0.9 -0.6 -0.2 0.534
H 1.7570 4.8448 -3.4169 -0.5 -0.4 1.0 -0.548
H 3.2805 5.4708 -1.6464 -0.6 -0.8 0.0 0.281
H 3.4359 3.6729 -1.6215 -0.8 0.9 0.2 0.184
H 1.8464 3.5131 0.3106 0.1 1.2 -0.1 -0.032
H 3.0852 4.7302 0.7809 -0.9 0.1 -0.8 0.407
H 1.4293 5.3246 0.1405 0.8 -0.8 0.3 0.320
H -4.1055 0.3329 1.2099 0.3 -1.3 -0.6 0.123
H -4.5282 -3.2817 -1.4499 0.8 0.6 0.7 0.395
C 6.8922 4.0288 -5.3477 0.0 0.1 -0.1 -0.607
C 5.8002 5.0987 -5.2479 0.1 0.1 0.1 -0.763
C 4.4482 4.3858 -5.3444 0.0 0.5 -0.2 -0.117
S 4.7087 2.7310 -4.7089 0.1 0.1 0.1 0.915
O 4.5220 1.7893 -5.7857 -0.1 -0.1 0.2 -0.693
O 4.0285 2.5949 -3.4442 0.2 -0.4 -0.4 -0.517
C 6.4608 2.9087 -4.4087 0.5 0.1 0.0 -0.729
H 7.8723 4.4235 -5.0763 0.0 0.0 0.0 0.360
H 6.9503 3.6553 -6.3742 0.0 0.0 0.1 0.292
H 5.8790 5.6100 -4.2841 0.0 0.0 0.0 0.287
H 5.9028 5.8543 -6.0283 0.0 0.0 0.1 0.363
H 3.6851 4.8845 -4.7477 -0.1 -0.2 -0.1 -0.026
H 4.1134 4.3004 -6.3783 0.0 -0.1 0.1 0.389
H 6.9678 1.9649 -4.6030 -0.2 0.0 0.0 0.397
H 6.5920 3.1982 -3.3647 -0.1 -0.1 0.0 0.345
C -1.4210 -4.5432 4.5928 0.1 0.0 0.1 -0.570
C -2.2554 -5.2348 5.6756 0.0 -0.1 -0.1 -0.750
C -2.9346 -4.1387 6.5015 0.1 -0.4 0.3 -0.722
S -3.1332 -2.7352 5.4033 -0.1 -0.2 -0.4 1.299
O -2.3107 -1.6524 5.8885 -0.3 0.1 0.0 -0.691
O -4.5343 -2.5593 5.1045 0.1 0.3 0.2 -0.677
C -2.3252 -3.4743 3.9930 0.2 -0.2 -0.2 0.671
H -1.0773 -5.2478 3.8345 0.0 0.1 0.0 0.373
H -0.5408 -4.0775 5.0457 0.0 0.0 -0.1 0.264
H -3.0151 -5.8639 5.2030 0.0 0.0 0.0 0.307
H -1.6427 -5.8805 6.3069 -0.1 0.0 0.0 0.365
H -3.9123 -4.4536 6.8638 0.0 0.2 0.0 0.336
H -2.3116 -3.8251 7.3396 -0.1 0.1 -0.1 0.351
H -1.7797 -2.7137 3.4370 -0.1 0.1 0.1 -0.898
H -3.0973 -3.9201 3.3628 0.0 0.1 0.1 0.412
C -3.1098 6.4220 -5.8107 -0.1 0.1 0.1 -0.522
C -2.2584 7.6952 -5.8196 -0.1 0.1 -0.1 -0.625
C -0.9958 7.4086 -5.0014 -0.1 0.5 0.0 -0.749
S -0.7011 5.6458 -5.1365 -0.1 0.0 -0.2 1.248
O -0.8702 5.0516 -3.8324 -0.1 0.3 -0.5 -0.605
O 0.4775 5.4192 -5.9391 0.1 -0.1 0.4 -0.766
C -2.1491 5.2788 -6.1155 -0.4 0.0 -0.2 -0.800
H -3.9186 6.4704 -6.5409 0.0 0.0 0.0 0.370
H -3.5552 6.2828 -4.8214 0.0 0.0 -0.1 0.269
H -1.9823 7.9411 -6.8490 0.0 0.0 0.1 0.294
H -2.8041 8.5487 -5.4147 0.1 0.0 0.0 0.317
H -0.1330 7.9486 -5.3890 0.1 -0.2 0.1 0.362
H -1.1398 7.6461 -3.9472 0.1 -0.1 0.0 0.396
H -2.5432 4.3012 -5.8421 0.2 0.0 0.0 0.383
H -1.8512 5.2843 -7.1653 0.1 0.0 0.1 0.363
C 5.0901 -2.0890 8.1598 -0.1 0.1 0.0 -0.575
C 3.7256 -2.7828 8.1075 0.0 -0.1 0.1 -0.690
C 3.2074 -2.6691 6.6708 -0.4 0.0 0.4 -0.503
S 4.6572 -2.5705 5.6224 0.0 -0.1 0.1 1.177
O 4.6870 -1.2707 5.0003 0.1 -0.2 -0.1 -0.646
O 4.7774 -3.7926 4.8599 0.0 0.3 -0.1 -0.700
C 5.8583 -2.5940 6.9439 0.2 0.0 0.4 -0.831
H 5.6206 -2.3078 9.0875 0.0 0.0 -0.1 0.367
H 4.9560 -1.0055 8.0942 0.1 0.0 0.0 0.277
H 3.8432 -3.8370 8.3744 0.0 0.1 0.0 0.309
H 3.0214 -2.3429 8.8153 0.0 0.0 -0.1 0.332
H 2.6153 -3.5378 6.3858 0.1 0.1 -0.2 0.272
H 2.6249 -1.7590 6.5261 0.1 0.0 -0.1 0.409
H 6.7095 -1.9677 6.6821 -0.1 -0.1 -0.2 0.399
H 6.1802 -3.6274 7.0831 0.0 0.0 -0.1 0.334
C -8.8719 0.3070 2.8315 0.0 -0.1 0.1 -0.510
C -8.8381 0.7302 4.3033 -0.1 0.1 0.0 -0.665
C -7.3681 0.7930 4.7291 -0.3 -0.1 0.4 -0.700
S -6.4337 1.1665 3.2473 -0.3 0.2 0.1 1.227
O -5.5961 0.0339 2.9350 0.1 0.3 0.0 -0.459
O -5.9075 2.5073 3.3389 0.3 -0.2 -0.1 -0.807
C -7.8266 1.1656 2.1294 -0.4 -0.1 -0.2 -0.480
H -9.8615 0.4432 2.3933 0.1 0.0 0.0 0.404
H -8.6064 -0.7507 2.7456 0.0 0.1 0.0 0.224
H -9.2946 1.7187 4.4084 0.0 0.0 0.0 0.288
H -9.4012 0.0412 4.9345 0.1 0.0 0.0 0.374
H -7.1952 1.5727 5.4695 0.2 0.0 -0.1 0.385
H -7.0208 -0.1671 5.1127 0.1 0.1 -0.1 0.287
H -7.5245 0.7697 1.1603 0.2 0.1 0.1 0.073
H -8.1693 2.1963 2.0240 0.1 0.0 0.0 0.350

---

For the records above, the corresponding max |F| values read 5.69; 3.71 eV Å⁻¹.